ORCA calculation (ωB97M-V/def2-TZVPD) on a molecular structure, C14H9BrClF3O3S.

As for the energy above the lowest of the compared OMol25 structures with the same formula, charge and spin: 1.253 eV. The orbital gap is 8.68 eV. The total energy comes out at -122356.39800 eV.

Geometry (Å):
Br  -0.6005  2.2974  2.2215
Cl  2.4584  -4.2352  3.8422
S  -2.1908  2.7238  -3.1227
F  -0.8129  4.6745  -4.1688
F  0.1153  2.6966  -4.3038
F  -1.4257  2.9764  -5.7113
O  -3.0639  1.6812  -3.6243
O  0.8032  0.0045  1.4005
O  -2.8799  3.8507  -2.5296
C  0.2716  0.7347  0.2959
C  -0.3175  0.8618  -2.0692
C  0.4668  0.2661  -1.0860
C  1.5413  -1.9488  2.5518
C  -1.1309  1.9809  -1.7984
C  0.5134  -4.1710  2.1188
C  1.4261  -3.3523  2.7801
C  -0.5200  1.7915  0.5092
C  -0.4076  -3.4668  1.2787
C  -1.2057  2.4211  -0.4690
C  0.7005  -1.3593  1.6289
C  -0.3324  -2.1202  1.0723
C  2.4098  -1.1700  3.4335
C  -1.0880  3.3261  -4.4703
H  2.5746  -0.1914  3.0238
H  2.0831  -1.1299  4.4921
H  -1.1308  -1.4648  0.6671
H  0.4825  -5.2531  2.3031
H  -1.2763  -3.9787  0.8018
H  -1.9000  3.1939  -0.1765
H  -0.1531  0.5275  -3.0832
H  3.4176  -1.6333  3.4921
H  1.1718  -0.5342  -1.3002